No. 1
Molecular formula: C2H9N3
Method: DFT, ωB97M-V/def2-TZVPD

Cartesian coordinates (Å):
C -1.41661 -3.78238 0.60496
N -2.03073 -4.75583 1.13586
H -0.56583 -4.05041 -0.01194
H -1.62162 -2.73848 0.84597
H -2.86925 -4.42425 1.61772
N 0.91493 3.49408 -0.67354
C 1.27341 2.11872 -0.92756
N 0.49412 1.15140 -0.14070
H 1.04579 3.71229 0.31036
H -0.08928 3.59528 -0.81451
H 2.34539 2.02871 -0.74759
H 1.10405 1.89519 -1.97982
H 0.41437 1.48015 0.81806
H 1.00126 0.27552 -0.03725

Output
frontier orbital gap: 10.46 eV
LUMO level: 0.85 eV

=====

No. 2
Molecular formula: C4H10O
Method: DFT, ωB97M-V/def2-TZVPD

Cartesian coordinates (Å):
C 1.57209 0.10744 -0.53361
C 0.78784 0.04374 0.70139
C -0.69279 0.20693 0.40934
C -1.30060 -0.98447 -0.25937
H 2.64783 -0.16609 -0.42808
H 1.39340 1.08064 -1.03640
H 1.22659 -0.66321 -1.33272
H 1.13634 0.88802 1.34530
H 1.00427 -0.81722 1.26019
H -1.25917 0.31808 1.41164
H -2.38807 -0.74252 -0.40010
H -0.91976 -0.91091 -1.29018
H -1.06119 -1.90296 0.23166
H -1.12433 2.19142 0.31074
O -1.02245 1.35109 -0.38981

Output
frontier orbital gap: 11.04 eV
LUMO level: 0.81 eV

=====

No. 3
Molecular formula: C52H38Br2N3O4PbS2Si
Method: DFT, ωB97M-V/def2-TZVPD

Cartesian coordinates (Å):
Pb -0.94204 0.54109 0.27512
O -1.88341 2.31710 1.64317
N -3.14315 2.71636 1.68205
C -3.53083 3.38874 2.79544
C -4.80018 3.86879 2.94724
C -5.72389 3.63785 1.92077
C -5.32924 2.93725 0.81269
C -4.01463 2.44006 0.66049
S -3.51661 1.52325 -0.68116
H -2.74201 3.49309 3.52363
H -5.06442 4.39388 3.85427
H -6.74204 3.99860 2.00330
H -6.01792 2.72210 0.00760
Br -0.53326 -4.26416 -3.17320
C 0.44873 -3.76229 -1.64392
C 0.65399 -4.76406 -0.67014
C 1.28626 -4.47394 0.49397
Br 1.51459 -5.85648 1.77327
C 1.73899 -3.15911 0.77242
C 2.35720 -2.75972 1.98113
C 2.67807 -1.45109 2.16908
C 2.37593 -0.52806 1.14606
N 1.84234 -0.86289 -0.00051
C 1.52150 -2.16560 -0.20256
C 0.87445 -2.47731 -1.44689
O 0.69796 -1.44625 -2.27174
H 0.28053 -5.75928 -0.86088
H 2.53468 -3.49519 2.75404
H 3.10988 -1.10180 3.09788
H 2.56220 0.52921 1.30536
N -0.25700 0.15582 2.39272
C -0.39122 -0.31636 3.53924
C -1.40454 -1.39013 3.84856
C -1.49229 -2.50689 3.02430
C -2.45545 -3.48015 3.25297
C -3.35168 -3.33892 4.30427
C -3.27582 -2.22286 5.12953
C -2.30063 -1.26080 4.90780
C 0.50387 0.13699 4.68127
C 1.08895 1.40100 4.60922
C 1.95964 1.83443 5.59625
C 2.27054 1.00476 6.66969
C 1.69707 -0.25556 6.74896
C 0.81152 -0.68258 5.76477
H -0.82377 -2.58615 2.17661
H -2.51913 -4.33653 2.59085
H -4.11947 -4.08518 4.47009
H -3.98569 -2.09722 5.93888
H -2.23983 -0.39133 5.55426
H 0.83579 2.02027 3.75537
H 2.39883 2.82396 5.53327
H 2.95492 1.34165 7.43920
H 1.93553 -0.90950 7.57980
H 0.36174 -1.66623 5.83344
C 1.97747 -3.47790 -7.19714
C 0.70135 -2.94197 -7.29530
C 0.20246 -2.14751 -6.26962
C 0.96900 -1.87526 -5.13769
C 2.25887 -2.40816 -5.06331
C 2.75852 -3.20892 -6.07892
Si 0.35044 -0.78753 -3.75343
C -1.45136 -0.36669 -3.89462
C -1.82418 0.84708 -4.48311
C -3.16002 1.20896 -4.58950
C -4.14631 0.37253 -4.08548
C -3.79470 -0.82626 -3.48187
C -2.46028 -1.19557 -3.39354
C 1.38480 0.76879 -3.79224
C 1.67565 1.39200 -5.01063
C 2.41612 2.56500 -5.05827
C 2.88525 3.13342 -3.88058
C 2.61510 2.52268 -2.66412
C 1.86976 1.34999 -2.61853
H 2.36539 -4.10457 -7.99139
H 0.09072 -3.14918 -8.16653
H -0.80559 -1.74849 -6.34189
H 2.87878 -2.20172 -4.19476
H 3.75549 -3.62565 -6.00040
H -1.06520 1.53198 -4.84599
H -3.42681 2.15906 -5.03620
H -5.18674 0.67001 -4.13336
H -4.55472 -1.46282 -3.04692
H -2.20724 -2.11842 -2.88330
H 1.33246 0.94655 -5.94164
H 2.63115 3.03300 -6.01164
H 3.46239 4.05062 -3.91304
H 2.98187 2.96142 -1.74364
H 1.67119 0.87213 -1.66541
O -7.98060 -3.09726 3.16407
C -7.04128 -2.14200 3.40637
O -7.23744 -1.36389 4.29887
C -5.83746 -2.14100 2.53682
C -4.88362 -1.14433 2.74592
C -3.73269 -1.08721 1.98670
C -3.47780 -2.02753 0.97284
S -2.02284 -2.02735 0.00633
C -4.44025 -3.02842 0.77206
C -5.59030 -3.08262 1.53607
H -7.70067 -3.63376 2.41844
H -5.06124 -0.41744 3.52949
H -3.00094 -0.31621 2.20003
H -4.26471 -3.77056 0.00248
H -6.28236 -3.89305 1.32403

Output
frontier orbital gap: 6.78 eV
total charge: -1
LUMO level: 2.14 eV

=====

No. 4
Molecular formula: C5H12NS
Method: DFT, ωB97M-V/def2-TZVPD

Cartesian coordinates (Å):
C -0.91804 -0.43224 1.16817
N -0.26955 -0.47386 -0.07551
C 0.56417 0.69670 -0.48368
C 0.81203 0.66881 -2.07814
S 1.21249 2.24769 -2.88263
C 1.91617 0.66011 0.31781
C -2.13814 -1.41155 1.20271
H -0.32305 -0.77999 2.03034
H -1.33077 0.75688 1.37575
H -0.72066 -0.56252 -0.96664
H 0.12388 1.70343 -0.18084
H 1.59202 -0.18967 -2.06468
H -0.16819 0.22755 -2.43206
H 2.89742 0.09514 -0.08606
H 1.86027 0.25446 1.49143
H 2.22486 1.64624 0.24082
H -1.75601 -2.45918 0.97636
H -2.74333 -1.43248 2.08245
H -2.83557 -1.21551 0.36438

Output
frontier orbital gap: 6.07 eV
total charge: -1
LUMO level: 3.50 eV

=====

No. 5
Molecular formula: C31H30ClLuN7O5
Method: DFT, ωB97M-V/def2-TZVPD

Cartesian coordinates (Å):
Lu 7.96715 2.03280 15.40043
C 3.91412 3.42655 14.38294
C 5.13698 2.63186 14.52509
N 5.95575 2.84366 15.62731
N 5.48819 3.46008 16.76948
C 6.51344 3.49750 17.65450
O 7.66945 2.97138 17.39833
C 6.17691 4.13763 18.90864
C 4.91021 4.68395 19.13684
C 4.62533 5.17308 20.37656
C 5.45572 4.96247 21.49657
C 6.71753 4.45013 21.25940
C 7.07690 4.04057 19.96848
C 5.53069 1.75902 13.48120
C 4.65096 1.42034 12.43103
C 5.13776 0.59929 11.45076
C 6.34049 -0.10101 11.58860
C 7.19149 0.31585 12.62420
N 6.84509 1.23087 13.57824
H 3.59672 3.81030 15.32040
H 3.07792 2.83827 13.96805
H 4.08470 4.38152 13.81621
H 4.20327 4.88937 18.30849
H 3.69361 5.71993 20.53283
H 5.11349 5.20475 22.49206
H 7.45028 4.36248 21.98895
H 8.06597 3.68609 19.77155
H 3.63796 1.82100 12.55715
H 4.54549 0.55378 10.51575
H 6.68256 -0.85689 10.88465
H 8.22843 0.03604 12.73621
O 12.88920 3.20074 12.11292
C 12.46439 4.32151 12.67648
O 13.05346 5.38789 12.38347
C 11.30128 4.31803 13.63457
C 10.69373 5.35396 14.32753
Cl 11.29798 6.87180 14.43659
N 9.54950 4.97602 14.93933
N 9.28346 3.63014 14.65864
C 10.40571 3.18687 13.96780
C 10.53054 1.66102 13.86143
O 11.39290 1.10119 13.18762
O 9.67008 1.01461 14.65578
C 8.55424 5.87322 15.49039
C 7.21290 5.66590 15.15665
C 6.22663 6.45961 15.67182
C 6.53547 7.47991 16.62693
C 7.87022 7.69061 17.01856
C 8.90074 6.82147 16.47836
H 12.32608 2.40064 12.38525
H 6.94571 4.99792 14.37304
H 5.16216 6.25129 15.47335
H 5.62030 8.04426 16.97848
H 8.14756 8.50729 17.69925
H 9.83244 6.83700 17.00520
C 8.42389 -1.29082 16.14189
C 8.66613 -2.43707 17.23936
N 8.49632 -1.91585 18.62316
C 7.25455 -1.21255 18.83318
C 7.07905 -0.03805 17.77891
N 8.25649 0.02867 16.80242
C 9.46360 0.20293 17.73459
C 9.59219 -0.90057 18.79527
H 7.46685 -1.56484 15.69510
H 9.20091 -1.18879 15.37431
H 9.61891 -2.94152 17.13951
H 7.94213 -3.24190 17.08663
H 7.18397 -0.82389 19.84467
H 6.44739 -1.93386 18.76878
H 7.03823 0.95540 18.25913
H 6.14850 -0.13080 17.20784
H 9.41774 1.11484 18.25749
H 10.30128 0.23528 17.04892
H 9.52520 -0.49132 19.83939
H 10.53047 -1.40161 18.70527

Output
frontier orbital gap: 6.50 eV
total charge: +1
LUMO level: -4.49 eV

=====

No. 6
Molecular formula: C32H28N8Ti
Method: DFT, ωB97M-V/def2-TZVPD

Cartesian coordinates (Å):
Ti -0.17234 -0.07786 -0.91287
C 2.02090 -2.80107 3.20679
C 0.67166 -3.14200 3.30644
C -0.19576 -2.89512 2.25413
C 0.23353 -2.35321 1.02655
C 1.61631 -2.15654 0.85124
C 2.43277 -2.34844 1.94989
N -0.65571 -1.84450 0.05501
C -1.75873 -2.47837 -0.27500
C -2.22763 -3.77178 0.09516
C -3.50141 -4.18131 -0.26828
C -4.37118 -3.39092 -0.99175
C -3.99163 -2.14478 -1.37750
C -2.68068 -1.73773 -1.10722
N -2.16464 -0.40633 -1.43181
N -3.00100 0.44561 -1.94481
C -2.41335 1.64959 -2.04663
C -3.16953 2.79171 -2.45855
C -2.58478 4.03026 -2.43479
C -1.34544 4.21161 -1.82645
C -0.68218 3.06930 -1.40482
N -1.15675 1.83221 -1.55589
H 2.72405 -3.05197 3.96175
H 0.26751 -3.63126 4.19216
H -1.23121 -3.20348 2.28298
H 2.03028 -1.72265 -0.03800
H 3.49235 -2.04794 1.80914
H -1.61486 -4.43139 0.70398
H -3.91331 -5.08557 0.05443
H -5.31730 -3.70889 -1.42576
H -4.62156 -1.41241 -1.97514
H -4.24759 2.69658 -2.74841
H -3.13556 4.88007 -2.75386
H -0.91602 5.20046 -1.63087
H 0.23855 3.05086 -0.82398
C 3.72012 3.71130 1.52677
C 3.82663 3.88545 0.15989
C 3.22393 2.98461 -0.66492
C 2.61287 1.83320 -0.15095
C 2.53690 1.66505 1.21095
C 2.99748 2.65681 2.04807
N 2.11481 0.81925 -1.00752
N 2.70657 0.70369 -2.07551
C 2.19014 -0.27242 -2.90073
C 3.03185 -0.72573 -3.95014
C 2.63971 -1.85790 -4.68475
C 1.38575 -2.45193 -4.41759
C 0.61280 -1.96770 -3.40138
C 0.92770 -0.83732 -2.64840
H 4.13042 4.51145 2.19017
H 4.26569 4.77353 -0.21905
H 3.37171 3.10658 -1.75384
H 2.09631 0.75995 1.55908
H 2.83520 2.55094 3.15652
H 3.96095 -0.16940 -3.97821
H 3.26020 -2.32217 -5.42227
H 1.04240 -3.22378 -5.08584
H -0.39539 -2.39596 -3.25586
C -0.35598 0.79504 4.59192
N -1.04757 1.41670 3.39128
C -2.51309 1.57202 3.38821
C -0.58213 0.99893 2.15054
N -0.05031 0.88574 1.12288
H 0.67612 0.52459 4.34256
H -0.90576 -0.06334 4.96242
H -0.33460 1.49683 5.40042
H -2.98121 0.57197 3.40770
H -2.93796 2.01020 2.45394
H -2.72004 2.22110 4.23637

Output
expectation value of S²: 2.021
frontier orbital gap (spin up / spin down): 5.63 / 6.01 eV
2S+1: 3
LUMO level (spin up / spin down): -0.59 / -0.68 eV